(1)
Density functional theory data (wB97M-V/def2-TZVPD) for C32H44BrCdN3P2S as an isolated structure in a non-equilibrium geometry.

Total charge ... +2
Orbital gap ... 7.7 eV
Lowest unoccupied orbital energy ... -6.00 eV
Maximum force ... 2.7 eV/Å

Structure (XYZ):
```
84
Properties=species:S:1:pos:R:3:forces:R:3
C 1.169324 -4.252003 -3.049415 0.24 0.96 -0.64
C 2.059057 -3.350692 -2.422442 0.63 -0.64 0.12
C 2.948256 -2.562695 -3.200539 -1.00 -0.25 -0.30
C 2.583340 -2.388888 -4.557302 0.48 -0.70 1.18
N 1.569947 -3.060095 -5.092876 -0.58 0.47 -0.54
C 0.891770 -3.977893 -4.410564 0.79 -0.43 1.03
C 1.963709 -3.191998 -0.970023 -1.69 1.70 1.24
C 1.455743 -2.689053 0.055200 1.42 -1.50 -1.46
C 1.406506 -2.402200 1.479143 0.79 -0.40 0.34
C 0.533432 -1.519623 2.144250 -0.42 0.10 0.52
C 0.731540 -1.121895 3.485873 0.45 -0.24 -0.69
C 1.833646 -1.653474 4.166976 -0.32 0.15 0.40
C 2.612242 -2.689852 3.602176 -0.34 0.20 -0.77
C 2.423684 -3.056670 2.242258 -0.47 0.83 0.39
Cd -0.477786 0.631934 0.962271 0.10 -1.17 -1.24
P -1.085366 0.305331 -1.608299 -0.09 0.50 -1.77
H 3.876777 -2.188539 -2.758031 -0.64 0.42 -0.14
H 0.794812 -5.114620 -2.491394 -0.45 0.63 -0.20
H 3.122818 -1.699888 -5.212036 -0.05 -0.32 0.18
H 0.114170 -4.517117 -4.950146 0.25 -0.01 0.07
H 3.040669 -3.803132 1.688596 -0.44 0.70 0.93
H -0.475660 -1.245600 1.757367 0.93 -0.85 -0.05
H 3.369211 -3.198007 4.194960 -0.08 0.24 -0.09
H 0.039369 -0.386838 3.946913 0.58 -0.72 -0.18
C -2.301724 1.703667 -1.942872 -0.04 -0.09 0.18
C -2.394468 2.205537 -3.397620 -0.15 0.23 -0.15
H -2.000976 2.546961 -1.288889 -0.10 -0.33 -0.23
H -3.298505 1.379836 -1.585891 0.44 0.07 -0.05
H -3.092454 3.059607 -3.468161 0.32 -0.36 0.15
H -1.414232 2.539895 -3.766576 -0.40 0.04 0.18
H -2.762610 1.427589 -4.083941 0.13 0.52 0.38
C 0.323896 0.693963 -2.822007 0.03 -0.12 0.56
C 0.039909 0.350866 -4.298845 0.00 -0.13 -0.18
H 1.181458 0.092544 -2.456006 -0.28 0.34 -0.22
H 0.597910 1.767172 -2.721730 -0.21 -0.59 0.12
H 0.858928 0.720356 -4.946548 -0.34 -0.22 0.42
H -0.032983 -0.741896 -4.440432 0.09 0.49 0.00
H -0.896377 0.811354 -4.651859 0.73 -0.30 0.07
C -1.883699 -1.217327 -2.359982 -0.07 -0.20 0.55
C -2.846191 -0.969242 -3.532730 -0.10 0.06 -0.27
H -2.444642 -1.691378 -1.535516 0.22 0.08 -0.23
H -1.089160 -1.931584 -2.651851 -0.19 0.41 0.25
H -3.330423 -1.906650 -3.851154 0.24 0.26 0.29
H -3.641204 -0.263636 -3.254299 0.16 -0.34 -0.07
H -2.326926 -0.563536 -4.412100 -0.28 -0.29 0.37
Br 2.151297 -0.900498 5.938823 0.02 -0.74 -1.08
P 1.383551 2.264085 1.170278 -0.07 0.50 0.16
C 1.397006 3.423900 -0.223559 -0.29 0.18 -0.71
C 1.649900 4.889325 0.125441 0.27 0.53 0.02
H 0.433018 3.333324 -0.751668 0.26 0.02 0.15
H 2.163220 3.077989 -0.928346 -0.19 -0.05 0.05
H 1.544462 5.509093 -0.777969 0.04 -0.24 0.29
H 0.950179 5.282541 0.872026 0.08 -0.10 -0.27
H 2.661322 5.057127 0.520493 -0.26 -0.12 -0.17
C 0.924294 3.245978 2.616052 -0.22 0.00 0.86
C 2.043901 3.902880 3.409823 0.44 0.49 0.44
H 0.348456 2.584840 3.287573 0.20 0.23 -0.19
H 0.238743 4.028466 2.273593 -0.13 -0.23 0.01
H 1.630665 4.313212 4.342575 0.14 -0.13 -0.27
H 2.854904 3.220453 3.691162 -0.30 0.00 -0.06
H 2.507114 4.740194 2.873448 -0.18 -0.21 0.05
C 3.081551 1.665911 1.358689 0.50 -0.75 0.06
C 4.205667 2.648087 1.013490 0.29 0.49 0.04
H 3.182376 0.762429 0.734340 -0.10 0.20 0.19
H 3.193823 1.331155 2.399857 -0.12 -0.05 -0.20
H 5.187437 2.160259 1.115194 -0.43 0.04 -0.01
H 4.149707 3.038554 -0.009239 -0.05 -0.21 0.17
H 4.212688 3.516718 1.683893 -0.02 -0.25 -0.12
N -2.964557 1.962907 1.926108 0.59 -0.22 -0.27
C -3.258204 0.665015 2.182079 -0.12 -1.05 0.17
N -2.504299 -0.351920 1.780696 0.36 1.34 -0.15
C -3.000384 -1.603527 2.214234 -0.65 -0.15 0.83
C -2.521415 -2.915806 2.022603 0.02 0.39 -0.10
C -3.144302 -3.987374 2.670393 -0.11 0.11 0.01
C -4.274122 -3.810723 3.478928 -0.10 0.64 -0.16
C -4.810996 -2.526283 3.603320 -0.06 -0.10 0.07
C -4.154659 -1.456959 3.006208 -0.05 0.08 -0.14
S -4.637526 0.245063 3.131234 0.27 -0.58 -0.19
H -3.600837 2.718156 2.139414 0.22 -0.14 -0.01
H -2.042259 2.166905 1.536304 -0.98 0.49 0.27
H -1.680209 -3.098804 1.360295 -0.05 -0.04 0.14
H -2.773604 -5.004660 2.545907 0.09 0.36 -0.11
H -4.743411 -4.658023 3.986742 0.18 0.35 -0.28
H -5.731236 -2.320583 4.145659 0.21 -0.27 0.06
```
Positions in Å, forces in eV/Å.

(2)
Density functional theory data (wB97M-V/def2-TZVPD) for a 3-piece molecular cluster, C43H76F2N2O6 overall in a non-equilibrium geometry.

Multiplicity ... 3
Orbital gap (alpha / beta) ... 7.2 / 8.8 eV
Lowest unoccupied orbital energy (alpha / beta) ... 0.19 / 0.16 eV
Maximum force ... 3.6 eV/Å

Structure (XYZ):
```
129
Properties=species:S:1:pos:R:3:forces:R:3
C 0.968309 0.035868 1.236792 -0.17 -0.02 0.21
C 1.386472 0.277009 -0.151273 -0.40 0.43 -0.11
C 0.473555 0.954370 -1.232768 1.28 -0.46 0.23
C 0.188174 -0.154161 -2.335830 1.48 1.48 2.32
O 0.114428 -1.392652 -1.561217 -2.51 0.30 -2.51
C -0.894638 -2.148301 -2.137391 1.21 0.26 0.36
O -0.958661 -3.290588 -1.813818 -0.95 -0.41 -0.35
C -1.850254 -1.318456 -3.102092 -0.24 -0.31 0.99
C -2.315496 -2.125753 -4.382122 0.52 0.11 -0.94
C -1.305647 -3.169861 -4.929469 -0.05 0.73 -0.56
O -1.198974 -4.266938 -4.559985 -0.13 -1.24 0.61
F -0.463717 -2.817849 -5.998568 -0.99 0.73 0.78
C -3.169786 -1.267031 -2.204532 0.11 0.44 0.56
C -2.873650 -0.711216 -0.732790 -0.49 0.01 -0.43
C -4.418012 -0.580139 -2.893617 -0.26 -0.46 0.98
C -5.660169 -1.535397 -2.729513 -0.41 0.96 -0.30
C -6.037358 -1.839760 -1.231369 -0.06 -0.49 0.02
C -1.041606 0.059512 -3.323830 1.06 -1.24 -0.62
C -1.842068 1.400975 -3.178389 -0.03 0.31 -0.43
C -2.504834 1.906129 -4.507510 -0.50 0.98 0.14
C -3.168593 3.338387 -4.302413 0.62 -0.02 -1.40
C -2.102051 4.465988 -3.987540 0.01 0.22 0.73
C -2.445071 5.234151 -2.636267 -0.39 -0.96 -0.57
C -2.655809 4.263982 -1.416504 -0.15 0.54 0.63
C -2.853620 5.046012 -0.036926 -0.74 -1.60 -1.13
C -3.792044 4.153715 0.881178 0.49 0.66 0.75
C -3.485404 4.432570 2.405462 0.13 -0.25 -0.75
C -0.293346 -0.071640 -4.733780 0.08 0.34 0.14
C 0.669896 1.106381 -5.016483 -0.03 -1.10 -0.70
O 0.896257 2.026343 -4.330235 0.09 0.75 0.56
F 1.371955 1.012504 -6.218407 -1.00 -0.44 0.92
H 0.341966 -0.839969 1.571242 0.85 0.90 -0.48
H 1.344038 0.734909 2.018152 -0.44 -0.55 -0.53
H 2.398617 -0.086647 -0.454508 -1.00 0.32 -0.03
H 1.103051 1.755806 -1.713013 -0.93 -0.50 0.32
H -0.444927 1.398828 -0.774398 0.77 -0.42 -0.37
H 1.201272 -0.272415 -2.808372 -1.17 0.32 -0.31
H -2.582322 -1.444143 -5.226081 0.22 -0.35 0.79
H -3.246811 -2.698619 -4.141154 1.05 0.32 -0.13
H -3.454374 -2.342663 -2.039187 0.46 0.90 -0.37
H -3.695532 -0.020221 -0.406997 0.71 -0.67 -0.24
H -1.929788 -0.124913 -0.674624 -0.64 -0.58 0.04
H -2.835956 -1.581949 -0.029743 0.16 0.91 -0.46
H -4.287234 -0.333902 -3.971234 0.07 -0.23 0.80
H -4.620365 0.370996 -2.327123 0.06 -0.73 -0.76
H -6.533713 -1.024500 -3.214440 0.69 -0.45 0.32
H -5.480087 -2.468219 -3.328732 -0.16 0.68 0.70
H -5.747397 -2.895042 -0.994281 -0.17 0.93 0.07
H -7.137460 -1.759035 -1.026943 0.93 -0.10 -0.43
H -5.546727 -1.154330 -0.495916 -0.28 -0.59 -0.75
H -1.159772 2.226670 -2.847321 -0.43 -0.99 -0.31
H -2.643462 1.353163 -2.400435 0.73 -0.23 -0.57
H -1.775299 2.050629 -5.348694 -0.42 -0.26 0.86
H -3.312551 1.245555 -4.905343 0.70 0.20 0.43
H -4.030513 3.318123 -3.597371 0.78 -0.04 -0.30
H -3.600666 3.595418 -5.310623 0.17 -0.26 0.96
H -1.064706 4.030515 -3.934965 -0.96 0.29 0.05
H -2.055260 5.217881 -4.821752 -0.18 -0.71 0.73
H -3.450482 5.705831 -2.827876 1.01 -0.02 0.33
H -1.674644 6.022895 -2.424604 -0.75 -0.70 -0.11
H -3.596209 3.659295 -1.541011 0.86 0.57 -0.20
H -1.833001 3.516757 -1.288319 -0.47 0.69 -0.20
H -3.367904 5.999173 -0.310377 0.62 -0.47 0.65
H -1.857350 5.181482 0.442022 -0.80 0.27 -0.26
H -4.874380 4.369288 0.695281 0.90 -0.13 -0.13
H -3.617050 3.071580 0.668301 -0.13 0.76 0.07
H -2.613134 3.805812 2.713331 -0.61 0.59 -0.11
H -4.354587 4.164551 3.048051 0.67 0.36 -0.35
H -3.201150 5.510727 2.499639 -0.41 -0.88 0.27
H 0.354348 -0.982816 -4.629347 -0.67 0.74 -0.68
H -0.993038 -0.145488 -5.596044 0.68 -0.15 0.54
C 7.223132 0.247358 2.175074 0.30 0.16 0.16
C 6.002681 0.691888 1.329860 1.19 -1.71 0.48
C 6.439685 0.932066 -0.125542 -0.08 0.49 -0.21
C 7.237179 2.220203 -0.314768 -0.01 -0.02 0.02
C 6.489431 3.413294 0.271340 -0.08 -0.35 -0.35
C 6.068688 3.201050 1.733486 1.23 1.38 1.02
N 5.371632 1.898252 1.942395 -1.82 0.47 -2.70
O 4.147005 2.010648 1.458866 0.63 -0.19 1.04
C 7.307346 3.296433 2.649213 0.30 -0.22 -0.01
C 5.198052 4.393566 2.171468 -0.62 -0.30 -0.15
C 5.063760 -0.528736 1.355802 -0.60 0.38 -0.02
H 7.350663 -0.836351 2.158658 -0.16 0.05 -0.17
H 8.165921 0.660737 1.815081 -0.05 0.09 0.08
H 7.102364 0.523054 3.225029 -0.02 0.06 -0.09
H 5.557909 0.975625 -0.774926 -0.09 0.00 0.18
H 7.036101 0.086433 -0.479414 -0.09 -0.09 0.22
H 8.228261 2.130299 0.139001 -0.02 -0.01 0.03
H 7.407641 2.387251 -1.381710 0.02 -0.01 0.05
H 7.116605 4.305727 0.190316 -0.08 0.01 0.23
H 5.605908 3.607680 -0.346354 -0.10 -0.07 0.17
H 7.049043 3.057714 3.683598 -0.04 -0.03 -0.08
H 7.713626 4.310440 2.641647 -0.20 0.00 -0.09
H 8.128167 2.651354 2.344414 -0.06 -0.08 0.04
H 4.329906 4.537152 1.526141 0.02 -0.20 0.08
H 5.771410 5.322037 2.131222 0.19 -0.21 -0.03
H 4.844327 4.267070 3.197544 0.01 -0.06 -0.06
H 4.728012 -0.744144 2.373109 -0.01 0.06 -0.04
H 5.579875 -1.415123 0.980375 0.21 0.21 0.05
H 4.184636 -0.397375 0.724744 0.01 0.18 0.17
C -2.715166 -5.366443 3.420051 -0.15 -0.04 0.36
C -1.406998 -4.811614 2.800763 -1.74 -1.35 -0.44
C -0.274719 -5.836082 2.983292 0.47 0.16 0.28
C 0.249158 -5.910283 4.415992 -0.04 0.03 -0.02
C 0.630017 -4.523473 4.926945 0.12 -0.32 -0.39
C -0.500694 -3.494024 4.774737 -0.52 0.38 2.03
N -1.081769 -3.486170 3.401283 3.02 -0.08 -1.31
O -0.226860 -2.874611 2.600915 -1.16 0.09 0.51
C -1.602200 -3.774800 5.818523 -0.21 -0.32 0.03
C 0.039037 -2.108589 5.176931 0.19 0.20 -0.66
C -1.720409 -4.696971 1.298115 0.53 0.58 -0.15
H -3.286276 -5.950665 2.696545 0.22 0.04 -0.10
H -2.539301 -6.033554 4.264845 0.00 0.12 0.06
H -3.374791 -4.559510 3.747400 0.10 -0.01 0.02
H 0.563292 -5.583998 2.324003 -0.12 0.16 -0.03
H -0.616433 -6.827834 2.674248 -0.19 0.15 -0.08
H -0.492924 -6.369863 5.075152 -0.02 0.03 -0.01
H 1.126131 -6.562461 4.447767 -0.05 0.01 0.01
H 0.928108 -4.596146 5.976867 -0.15 0.19 0.00
H 1.518509 -4.184594 4.383216 -0.14 0.13 -0.09
H -2.459583 -3.113902 5.670647 0.06 -0.03 -0.06
H -1.227313 -3.599204 6.829452 0.14 0.08 -0.15
H -1.958131 -4.802472 5.814044 -0.05 0.03 -0.10
H 0.919074 -1.818585 4.600130 -0.17 -0.05 -0.12
H 0.340888 -2.104557 6.226379 -0.14 -0.24 -0.04
H -0.723543 -1.336383 5.048779 0.02 -0.06 -0.05
H -2.525581 -3.979055 1.120220 0.04 0.01 0.03
H -2.039905 -5.660349 0.894664 -0.02 -0.02 0.31
H -0.854262 -4.394573 0.708447 -0.08 0.17 0.12
```
Positions in Å, forces in eV/Å.

(3)
Density functional theory data (wB97M-V/def2-TZVPD) for C5H6N2 as an isolated structure.

Orbital gap (alpha / beta) ... 8.1 / 8.1 eV
Relative energy (zero: lowest compared OMol25 entry of this formula, charge and spin) ... 68.1 kcal per mole
Lowest unoccupied orbital energy (alpha / beta) ... 0.65 / 0.65 eV
Maximum force ... 0.8 eV/Å

Structure (XYZ):
```
13
Properties=species:S:1:pos:R:3:forces:R:3
N 3.375794 -0.759225 -0.441153 -0.49 0.54 -0.20
C 2.521096 0.023523 -0.545426 0.13 -0.27 0.05
C 1.395442 0.874378 -0.559421 -0.17 0.18 0.01
C -0.192018 -0.960661 -0.148485 0.18 -0.03 0.06
C -1.477299 -0.672489 0.571757 -0.12 0.00 0.01
C -1.041762 0.811785 0.380907 -0.11 0.29 0.06
N 0.210539 0.290794 -0.239781 -0.03 -0.40 -0.01
H 1.415749 1.933540 -0.798785 0.04 -0.40 0.22
H 0.377315 -1.829492 -0.455062 -0.06 0.09 0.15
H -2.411844 -0.989336 0.086172 0.30 0.16 0.09
H -1.507331 -0.985490 1.629898 0.05 0.17 -0.38
H -1.663627 1.417519 -0.288673 0.30 -0.22 0.02
H -0.820486 1.373944 1.289370 -0.01 -0.09 -0.07
```
Positions in Å, forces in eV/Å.

(4)
Density functional theory data (wB97M-V/def2-TZVPD) for a 2-piece molecular cluster, C5H11N overall in a non-equilibrium geometry.

Orbital gap ... 9.8 eV
Relative energy (zero: lowest compared OMol25 entry of this formula, charge and spin) ... 48.8 kcal per mole
Lowest unoccupied orbital energy ... 1.02 eV
Maximum force ... 2.0 eV/Å
SMILES string ... C=CC.C=CN

Structure (XYZ):
```
17
Properties=species:S:1:pos:R:3:forces:R:3
C -0.966844 -1.226294 -0.085682 -0.67 -0.65 0.40
C -2.182121 -0.932424 -0.538625 0.81 1.05 -0.81
C -3.071699 0.182511 -0.072904 -0.45 -0.58 0.81
H -0.311419 -1.864524 -0.667493 -0.12 -0.13 0.21
H -0.650988 -0.971939 0.920544 0.19 0.38 -0.19
H -2.417049 -1.285829 -1.534180 -0.19 -0.26 -0.10
H -3.226486 0.895875 -0.881998 0.09 0.04 0.02
H -2.674059 0.697257 0.804809 0.12 0.01 -0.15
H -4.061357 -0.189018 0.219829 0.03 0.05 -0.15
C 1.857300 -0.187083 -0.462849 0.34 0.27 -1.75
C 2.414942 0.931062 -0.036662 1.03 -0.57 1.67
N 3.353891 0.934161 1.071198 -1.48 1.06 0.39
H 2.080000 -1.196007 -0.165528 0.30 0.01 0.70
H 1.408850 -0.162654 -1.441142 -0.77 0.20 0.03
H 2.217305 1.932602 -0.373014 -0.17 -0.02 -0.84
H 2.839740 0.533949 1.855721 0.45 -0.59 0.00
H 3.389993 1.908356 1.387976 0.52 -0.25 -0.22
```
Positions in Å, forces in eV/Å.